No. 1
Entry from the OMol25 dataset: the ion C6H15N6 with charge +1 at a distorted geometry (ωB97M-V with the def2-TZVPD basis set).

Output
Kohn-Sham gap in eV: 7.5
Net charge: +1
Maximum force in eV Å⁻¹: 6.122
Relative energy (zero: lowest compared OMol25 entry of this formula, charge and spin) in kcal/mol: 46.00
LUMO level in eV: -3.34
HOMO level in eV: -10.8
SMILES: C[C@@H](N)C1=C(/[NH+]=C/N)N[C@H](N)N1

```
27
Properties=species:S:1:pos:R:3:forces:R:3
C -1.3205 -2.7535 -0.6800 3.2 1.0 0.6
C -0.4296 -1.8575 0.4061 -0.7 -2.1 -2.3
N 0.9570 -2.2961 0.3250 1.2 0.2 1.0
C -0.6080 -0.4160 0.1608 -2.8 0.7 0.5
C 0.2634 0.5360 -0.0700 -0.7 1.2 -0.7
N 1.6283 0.4119 -0.0822 0.6 1.9 0.0
C 2.5046 1.3776 -0.2093 1.2 -2.5 0.6
N 3.8222 1.0887 -0.0757 -2.0 1.7 -0.3
N -0.3700 1.6981 -0.4512 3.8 4.8 -0.2
C -1.7790 1.6205 -0.4340 -0.2 -0.5 1.2
N -2.1571 2.6170 0.5283 0.1 -1.1 2.3
N -1.9202 0.2591 0.0243 -0.3 -1.9 0.0
H -1.7029 -3.6099 -0.1625 0.2 -0.8 -0.1
H -2.1227 -2.1313 -0.8851 -1.7 1.0 -0.9
H -0.6895 -2.9571 -1.6572 -1.3 0.3 2.1
H -0.7138 -2.0680 1.4014 -1.0 -0.3 1.1
H 1.2717 -2.8692 1.1517 -0.6 0.6 -1.7
H 1.1176 -2.7316 -0.5789 0.3 -0.3 0.6
H 1.8609 -0.4498 0.3543 0.7 -1.6 0.1
H 2.2001 2.3557 -0.4099 -0.4 1.4 -0.4
H 4.4416 1.8486 0.1552 0.3 -0.3 -0.2
H 4.0560 0.1405 0.0534 0.8 -0.9 0.3
H -0.1585 2.6768 0.0719 -0.1 -3.1 -1.4
H -2.2711 1.7875 -1.4030 0.1 0.2 0.2
H -2.8371 3.2702 0.3232 -1.8 1.3 -1.0
H -2.3088 2.2933 1.5125 0.4 0.1 -1.4
H -2.7347 0.1586 0.6310 0.7 -0.8 -0.1
```
Forces are in eV/Å.

No. 2
Entry from the OMol25 dataset: a cluster of 4 separate species, C35H82BO18P4Si in total at a distorted geometry (ωB97M-V with the def2-TZVPD basis set).

Output
Kohn-Sham gap in eV: 4.7
Net charge: -1
Maximum force in eV Å⁻¹: 8.785
LUMO level in eV: 0.17
HOMO level in eV: -4.6

```
141
Properties=species:S:1:pos:R:3:forces:R:3
C 1.8447 1.9066 4.8339 -0.3 -0.8 0.2
O 1.9605 1.6228 3.4317 -0.3 0.9 1.4
C 0.9119 2.3527 2.7425 0.1 -0.2 0.3
B 0.8187 2.0597 1.1259 -0.6 1.5 -1.1
C 2.1249 2.4114 0.1920 0.9 -0.1 1.4
C 3.3890 1.4830 0.4203 0.5 0.2 -1.0
C 3.3754 0.0742 -0.3040 0.1 -0.5 -0.1
C 2.5163 -0.0180 -1.6293 1.0 -0.9 0.0
C 2.9958 -1.1341 0.6720 1.0 -0.3 -1.1
C 3.0754 -2.5319 -0.1011 0.9 -0.9 0.4
C 2.9165 -3.6949 0.9424 -0.8 -0.9 -0.6
C 2.1370 -4.8355 0.7962 0.5 0.6 0.6
C 2.0390 -5.7269 -0.4864 -0.8 0.2 0.2
C 1.2940 -5.2868 2.0713 1.5 -0.1 -0.7
O 0.0430 0.8549 0.6847 -0.5 -0.4 -1.4
C -1.0406 1.2098 -0.1952 -1.9 -1.3 1.5
P -0.7884 1.0029 -2.0578 3.2 1.2 -1.3
O -1.1748 -0.6037 -2.5458 -1.2 1.4 0.6
O -1.8241 2.0096 -2.9659 -0.7 -2.0 1.0
C -1.4383 2.6652 0.3583 1.9 0.5 0.1
O -1.9414 3.6593 -0.5543 -0.6 -0.7 -0.6
Si -2.7639 2.4318 1.7236 -0.3 0.0 0.3
C -2.5326 0.8057 2.7001 -0.4 -0.5 0.0
C -4.5014 2.3434 0.8805 0.0 -0.2 0.4
C -2.8620 3.9236 2.9486 -0.2 -0.2 0.0
O -0.1433 3.1389 0.7028 -1.8 0.4 0.4
H 0.9291 1.3679 5.2336 0.7 0.6 -0.3
H 1.7040 3.0029 5.0431 0.3 -0.8 -0.3
H 2.7218 1.5026 5.4210 -0.7 0.5 -0.9
H -0.0604 2.1309 3.2929 0.8 0.2 -0.7
H 1.0779 3.4738 2.8775 0.0 -1.1 -0.1
H 2.4459 3.4606 0.5012 -0.4 -1.1 -0.4
H 1.7783 2.5008 -0.8721 0.5 -0.3 0.8
H 4.2884 2.0447 0.0048 -0.8 -0.7 0.4
H 3.6285 1.2957 1.5062 -0.5 0.4 -0.9
H 4.4497 -0.1403 -0.6105 -1.1 0.2 0.4
H 3.0701 -0.7322 -2.3209 -0.7 0.7 0.7
H 1.5467 -0.5253 -1.3867 0.6 0.9 -0.4
H 2.4150 0.9373 -2.1995 -0.2 -0.8 0.7
H 3.8369 -1.1764 1.4267 -1.2 0.1 -0.3
H 1.9812 -1.0206 1.1336 0.9 0.1 -0.3
H 2.2997 -2.6199 -0.9049 0.6 0.0 0.8
H 4.0793 -2.6619 -0.6155 -0.9 0.6 0.5
H 3.4536 -3.5763 1.9276 -1.4 0.5 -0.7
H 2.1982 -6.8010 -0.1562 -0.2 1.2 -0.2
H 1.0138 -5.7007 -0.9720 1.1 0.0 0.4
H 2.8267 -5.5154 -1.2556 -0.8 0.1 0.8
H 0.4856 -4.5192 2.2236 0.8 -0.9 0.0
H 2.0188 -5.2849 2.9400 -1.0 0.1 -0.6
H 0.8643 -6.3183 1.9597 0.3 0.9 0.1
H -1.7959 0.3853 0.0452 0.2 1.1 -0.2
H -1.7928 -0.5079 -3.2908 0.2 -0.3 0.2
H -2.7396 1.6642 -2.9746 0.2 0.6 0.2
H -2.2812 4.4222 -0.0615 0.4 -0.5 0.1
H -3.1877 0.8761 3.6238 0.8 -0.3 -0.9
H -1.4698 0.5728 2.9650 -1.0 0.4 -0.1
H -2.8894 -0.0552 2.0535 0.3 0.9 0.8
H -5.2109 2.0198 1.7016 0.5 0.4 -1.0
H -4.8219 3.3511 0.4786 0.3 -1.2 0.3
H -4.4923 1.5474 0.0857 -0.2 0.9 0.6
H -2.2812 4.8167 2.5909 -0.5 -0.8 0.5
H -2.4641 3.5385 3.9308 -0.4 0.7 -0.9
H -3.9533 4.2036 3.0552 1.2 -0.2 0.1
O -3.1039 -9.1308 -2.4204 -2.8 2.6 -1.7
P -2.8091 -8.7302 -3.8638 7.2 -4.9 -0.2
O -2.7416 -10.2396 -4.5405 -0.6 0.8 0.0
C -3.9622 -10.9264 -4.7822 -0.2 -0.1 -0.2
C -4.7233 -10.3294 -5.9537 -0.1 0.1 0.0
O -1.1831 -8.4550 -3.6894 -0.9 0.8 -0.2
C -0.6258 -8.1485 -2.4138 0.1 -0.2 0.4
C -0.0933 -9.4027 -1.7439 0.2 -0.1 -0.1
O -2.6564 -8.0488 -5.4239 -2.9 0.7 2.1
C -3.1224 -6.6980 -5.5660 0.1 0.6 -0.1
C -2.3031 -5.7134 -4.7501 0.1 -0.1 0.2
H -4.5780 -10.9254 -3.8768 0.0 0.0 0.0
H -3.7049 -11.9635 -5.0071 0.1 0.1 0.1
H -5.0800 -9.3231 -5.7151 -0.1 0.0 0.0
H -5.5889 -10.9449 -6.2078 0.0 0.0 0.1
H -4.0795 -10.2438 -6.8308 0.0 -0.1 0.1
H -1.3563 -7.6365 -1.7832 0.0 -0.2 0.0
H 0.1957 -7.4468 -2.5748 -0.1 0.0 -0.2
H -0.8232 -10.2126 -1.7520 -0.2 0.2 0.1
H 0.1915 -9.1972 -0.7101 0.0 0.0 0.0
H 0.7860 -9.7702 -2.2795 0.0 0.1 0.0
H -4.1779 -6.6491 -5.2799 0.0 0.1 -0.1
H -3.0536 -6.4431 -6.6254 0.0 -0.2 0.0
H -2.4406 -5.8815 -3.6768 0.0 0.1 0.0
H -2.6023 -4.6868 -4.9688 0.0 -0.1 0.0
H -1.2387 -5.8260 -4.9603 -0.1 0.0 0.0
O 2.7275 1.5155 -5.6126 -0.7 4.1 -0.3
P 1.8964 1.9607 -6.8120 -0.8 -8.3 -2.5
O 0.5882 0.9739 -6.6047 0.4 1.0 -0.2
C -0.3585 1.3099 -5.5919 -0.3 0.3 0.2
C -1.1997 2.5095 -5.9942 -0.1 0.1 -0.2
O 2.6996 1.0807 -7.9704 0.1 1.1 0.0
C 4.0389 0.6495 -7.7565 0.1 -0.3 0.3
C 4.0683 -0.7664 -7.2087 -0.1 -0.2 -0.1
O 1.0843 2.7323 -8.1058 1.2 1.9 2.7
C 1.5421 4.0505 -8.4333 0.2 0.3 -0.3
C 2.9682 4.0556 -8.9565 0.1 -0.1 0.1
H 0.1530 1.4915 -4.6449 0.0 -0.1 0.0
H -1.0061 0.4404 -5.4564 0.2 -0.1 -0.1
H -0.5885 3.4163 -6.0399 -0.1 0.0 0.1
H -2.0012 2.6778 -5.2766 0.1 0.0 0.0
H -1.6347 2.3630 -6.9858 0.1 0.0 0.0
H 4.5708 1.3425 -7.1003 -0.1 -0.1 0.1
H 4.5501 0.6765 -8.7228 -0.2 0.1 -0.1
H 3.3972 -0.8900 -6.3588 0.1 0.2 0.1
H 5.0793 -1.0406 -6.9000 0.0 0.0 0.0
H 3.7358 -1.4726 -7.9743 0.1 0.0 0.0
H 1.4546 4.6918 -7.5506 -0.1 0.1 -0.1
H 0.8697 4.4448 -9.1981 -0.1 -0.2 0.1
H 3.6756 3.7657 -8.1728 0.0 0.0 0.0
H 3.2475 5.0511 -9.3079 -0.1 0.0 0.0
H 3.0840 3.3436 -9.7751 -0.1 0.0 0.0
O -1.7090 7.4382 9.0866 3.8 1.8 0.3
P -0.5399 6.4556 9.0771 -5.4 -6.9 -0.8
O -0.9046 5.6281 7.6949 0.7 0.7 0.6
C -0.6328 6.2500 6.4424 0.2 0.0 -0.4
C 0.8559 6.2896 6.1444 0.1 0.1 0.1
O -1.1489 5.3814 10.1875 0.9 0.7 0.2
C -2.1330 5.7877 11.1319 -0.4 0.1 -0.1
C -3.5288 5.4654 10.6284 -0.1 -0.2 0.0
O 0.9269 5.5835 9.1871 0.0 3.6 -0.1
C 1.9614 6.1915 9.9722 0.4 -0.1 0.4
C 1.5893 6.2948 11.4411 -0.2 0.0 0.1
H -1.0601 7.2580 6.4245 0.0 0.0 0.0
H -1.1412 5.6607 5.6768 -0.1 0.0 0.2
H 1.3748 6.9565 6.8410 0.0 0.0 -0.1
H 1.0390 6.6486 5.1299 0.0 0.0 0.0
H 1.3001 5.2991 6.2547 -0.1 0.0 -0.1
H -2.0293 6.8493 11.3697 -0.1 0.0 -0.1
H -1.9447 5.2385 12.0582 0.1 -0.1 -0.1
H -3.6872 5.8171 9.6091 0.1 0.2 0.1
H -4.2863 5.9127 11.2757 0.0 0.0 0.0
H -3.6817 4.3832 10.6121 0.0 0.1 0.1
H 2.1897 7.1809 9.5632 0.2 -0.1 0.0
H 2.8546 5.5733 9.8628 -0.2 0.0 -0.2
H 0.7607 6.9956 11.5887 0.0 0.0 0.0
H 2.4370 6.6499 12.0306 0.0 0.0 -0.1
H 1.2665 5.3275 11.8287 0.1 0.0 -0.1
```
Forces are in eV/Å.

No. 3
Entry from the OMol25 dataset: a cluster of 2 separate species, C4H12 in total at a distorted geometry (ωB97M-V with the def2-TZVPD basis set).

Output
Kohn-Sham gap (spin up / spin down) in eV: 2.8 / 11.1
Net charge: -1
2S+1: 2
Maximum force in eV Å⁻¹: 4.301
Relative energy (zero: lowest compared OMol25 entry of this formula, charge and spin) in kcal/mol: 45.88
LUMO level (spin up / spin down) in eV: 4.32 / 4.37
HOMO level (spin up / spin down) in eV: 1.5 / -6.7
Expectation value of S²: 0.750

```
16
Properties=species:S:1:pos:R:3:forces:R:3
C 0.5075 0.3658 -1.1318 -1.1 2.1 -1.0
C 0.0319 1.3865 -2.2568 0.9 -2.0 -1.4
H 0.5177 -0.6961 -1.3577 0.2 -0.1 -1.0
H 1.4850 0.6999 -0.8181 0.1 -0.1 0.8
H -0.2890 0.3691 -0.4222 0.7 0.6 0.1
H -0.7736 0.8545 -2.7907 0.1 0.3 -0.1
H 0.9074 1.3857 -2.9585 -0.8 0.5 0.1
H -0.3479 2.4275 -2.1344 0.6 -0.9 0.9
C 0.4583 -1.1264 1.9373 -0.8 1.2 4.0
C -0.9520 -0.5864 1.4879 -1.0 -0.1 1.4
H 0.7586 -0.7259 3.1465 -0.8 -1.0 -3.6
H 0.4776 -2.2068 2.0026 -0.1 -0.3 0.1
H 1.2582 -0.8358 1.2827 0.2 0.4 -0.3
H -1.5679 -1.3966 1.0475 0.5 0.3 0.0
H -0.7751 0.1634 0.7391 -0.7 -0.1 0.7
H -1.6968 -0.0783 2.2266 1.8 -1.0 -0.6
```
Forces are in eV/Å.

- Which of these has the highest maximum force?
  C35H82BO18P4Si